Entry 1:
{
  "formula": "C2HFN2O2",
  "method": "ωB97M-V/def2-TZVPD",
  "elements": ["C", "C", "N", "N", "O", "O", "F", "H"],
  "xyz": [[0.264, -0.050, 0.020], [1.126, 0.958, -0.078], [0.740, -1.308, 0.060], [2.711, -0.217, 0.057], [3.890, -0.043, -0.085], [2.065, -1.368, 0.048], [1.346, 2.224, 0.075], [-0.812, 0.004, -0.005]],
  "total_energy_ev": -11874.550,
  "fmax_ev_per_a": 5.47,
  "multiplicity": 1,
  "relative_energy_kj_mol": 780.4
}

Entry 2:
{
  "formula": "C2HFN4O2",
  "method": "ωB97M-V/def2-TZVPD",
  "elements": ["C", "C", "N", "N", "N", "N", "O", "O", "F", "H"],
  "xyz": [[1.289, 1.552, 0.154], [1.723, -0.955, 1.436], [0.370, 0.996, -0.298], [0.867, -1.420, 0.808], [-0.540, 0.206, -0.432], [1.934, 2.834, -0.017], [2.582, 3.026, -1.021], [1.777, 3.628, 0.880], [2.815, -0.738, 2.140], [-0.252, -0.589, -1.108]],
  "total_energy_ev": -14854.448,
  "fmax_ev_per_a": 4.13,
  "multiplicity": 1,
  "relative_energy_kj_mol": 41.7
}

Entry 3:
{
  "formula": "C2HI2N3",
  "method": "ωB97M-V/def2-TZVPD",
  "elements": ["C", "C", "N", "N", "N", "I", "I", "H"],
  "xyz": [[-1.158, 0.856, -0.623], [-1.049, -0.634, 1.196], [-1.749, 1.547, -1.308], [-2.721, -0.178, 1.531], [-0.484, -0.004, 0.193], [-0.015, -2.116, 2.264], [-3.337, -1.292, 3.022], [0.475, 0.211, 0.025]],
  "total_energy_ev": -22756.542,
  "fmax_ev_per_a": 7.60,
  "multiplicity": 1,
  "relative_energy_kj_mol": 321.7
}

Entry 4:
{
  "formula": "C2HI2N3",
  "method": "ωB97M-V/def2-TZVPD",
  "elements": ["C", "C", "N", "N", "N", "I", "I", "H"],
  "xyz": [[-1.337, 0.408, 0.688], [1.056, -0.465, -0.309], [-1.232, 1.433, 0.099], [0.580, 0.569, -0.772], [-1.049, -0.680, 1.206], [2.461, -1.868, -0.505], [1.058, 2.215, -1.617], [-1.538, -1.611, 1.209]],
  "total_energy_ev": -22756.304,
  "fmax_ev_per_a": 6.02,
  "multiplicity": 1,
  "relative_energy_kj_mol": 344.7
}

Entry 5:
{
  "formula": "C2HI2O3P",
  "method": "ωB97M-V/def2-TZVPD",
  "elements": ["C", "C", "O", "O", "O", "P", "I", "I", "H"],
  "xyz": [[-1.357, 0.251, -1.046], [-0.020, 0.088, -1.091], [0.756, -0.333, -1.955], [2.328, -0.233, 0.309], [0.244, -1.742, 0.879], [0.864, -0.464, 0.480], [-2.168, 1.068, 0.778], [1.331, 0.659, 3.588], [-1.977, 0.704, -1.942]],
  "total_energy_ev": -33723.867,
  "fmax_ev_per_a": 4.24,
  "multiplicity": 1,
  "relative_energy_kj_mol": 32.4,
  "charge": -2
}

Entry 6:
{
  "formula": "C2HI2O3P",
  "method": "ωB97M-V/def2-TZVPD",
  "elements": ["O", "P", "O", "O", "C", "I", "C", "I", "H"],
  "xyz": [[-1.061, 2.135, -0.643], [0.091, 1.560, 0.107], [0.187, 1.818, 1.562], [1.480, 1.488, -0.493], [-0.415, -0.378, 0.024], [-2.521, -0.862, -0.314], [0.518, -1.243, -0.047], [0.209, -3.430, -0.056], [1.512, -1.089, -0.141]],
  "total_energy_ev": -33723.874,
  "fmax_ev_per_a": 3.23,
  "smiles": "O=P([O-])([O-])/C(I)=C/I",
  "multiplicity": 1,
  "relative_energy_kj_mol": 31.7,
  "charge": -2
}

Entry 7:
{
  "formula": "C2HIrO2",
  "method": "ωB97M-V/def2-TZVPD",
  "elements": ["O", "C", "O", "C", "Ir", "H"],
  "xyz": [[-3.195, -1.338, 0.790], [-2.216, -0.895, 0.485], [1.444, -0.101, -0.879], [1.636, 1.067, -0.441], [-0.283, 0.090, -0.052], [2.614, 1.178, 0.098]],
  "total_energy_ev": -8995.383,
  "fmax_ev_per_a": 3.74,
  "multiplicity": 5,
  "relative_energy_kj_mol": 0.0,
  "charge": 2,
  "s_squared": 6.01
}

Entry 8:
{
  "formula": "C2HN2O2",
  "method": "ωB97M-V/def2-TZVPD",
  "elements": ["C", "C", "N", "N", "O", "O", "H"],
  "xyz": [[-1.155, 0.316, 0.049], [0.707, -0.008, 0.264], [1.160, -1.119, -0.545], [1.455, -0.041, -1.032], [-1.741, 0.650, 1.088], [-1.519, 0.070, -1.114], [1.094, 0.132, 1.291]],
  "total_energy_ev": -9164.119,
  "fmax_ev_per_a": 3.98,
  "multiplicity": 1,
  "relative_energy_kj_mol": 204.7,
  "charge": -1
}